Entry 1:
The following is a DFT calculation (ωB97M-V with the def2-TZVPD basis set) of C34H46As2HfN8O12 as an isolated structure.

Summary:
* charge: +4
* HOMO-LUMO gap: 6.7 eV
* HOMO: -18.25 eV

Each line ends with the Löwdin charge.
CARTESIAN COORDINATES (ANGSTROEM)
Hf 0.4551 -0.4901 1.7048  1.714
C 3.3300 -2.1857 4.5795  0.067
C 1.9512 -2.0937 4.0561  -0.387
O 1.6775 -1.5740 2.9146  -0.131
N 0.9749 -2.4741 4.8650  0.151
C -0.4244 -2.3407 4.4490  -0.070
C -0.8879 -0.9238 4.6546  -0.220
C -1.3779 -0.5099 5.9071  0.031
C -2.0932 0.6682 6.0236  0.023
C -2.1889 1.5234 4.9346  -0.015
C -1.7187 1.1114 3.7355  -0.099
N -1.0488 -0.0783 3.5741  -0.016
H 3.7786 -1.2292 4.3196  0.112
H 3.8945 -3.0526 4.1986  0.134
H 3.3001 -2.3221 5.6615  0.112
H 1.2317 -2.9741 5.6814  0.169
H -0.9878 -2.9580 5.1760  0.161
H -0.6139 -2.7182 3.4377  0.124
H -1.3653 -1.1702 6.7764  0.143
H -2.4567 0.9960 6.9859  0.142
H -2.6832 2.4819 5.0129  0.137
H -1.7422 1.7271 2.7651  0.128
O -0.7921 -1.7647 0.8499  -0.370
O -2.2238 -2.1004 0.8639  -0.045
C 0.8120 0.2065 -4.7885  0.046
O 1.0732 1.0829 -3.6639  -0.019
C 0.4399 0.9602 -2.5180  -0.512
O -0.3207 0.0414 -2.2143  0.008
C 0.7548 2.0393 -1.5217  -0.265
C 1.5678 3.0525 -1.7434  -0.232
As 2.1590 4.4412 -0.3681  1.411
C 2.2022 5.9923 -1.5213  -0.247
C 0.3354 4.3038 0.4409  -0.181
C 0.2326 3.1017 1.0636  -0.356
As -0.4660 1.7124 -0.0371  1.287
C -2.2015 2.0651 -0.8069  -0.190
C 1.2087 2.6388 2.0000  -0.539
O 1.3166 1.3865 2.1620  -0.178
O 1.9765 3.4798 2.5776  0.014
C 3.2153 3.1386 3.1957  0.040
C -0.8917 4.8502 -0.2737  -0.523
O -0.9626 5.1317 -1.4336  0.131
O -1.8304 5.0767 0.7016  -0.052
C -3.0531 5.7901 0.4790  0.015
C 2.5113 3.1625 -2.8581  -0.603
O 3.6431 2.8306 -2.5650  0.120
O 2.2324 3.7896 -3.9756  0.034
C 0.8137 4.0617 -4.3859  0.052
H -0.0632 -0.3856 -4.5809  0.090
H 1.6526 -0.4859 -4.8843  0.102
H 0.6666 0.7862 -5.7027  0.116
H 2.8358 5.7576 -2.3702  0.046
H 2.5258 6.9260 -1.0238  0.066
H 1.1832 6.2419 -1.8224  0.030
H -2.9539 1.7903 -0.1142  0.027
H -2.2198 1.4299 -1.7179  0.051
H -2.3635 3.1032 -1.1940  0.065
H 3.7748 2.4523 2.6013  0.095
H 2.9864 2.6977 4.1400  0.105
H 3.8065 4.0279 3.3287  0.122
H -3.1453 6.5150 1.2516  0.099
H -3.8600 5.0664 0.6409  0.108
H -3.0340 6.1969 -0.5109  0.098
H 0.7698 3.7177 -5.4053  0.103
H 0.7100 5.1381 -4.3469  0.104
H 0.0255 3.6377 -3.8143  0.073
C -1.6094 -4.1940 -0.1784  -0.056
N -2.5047 -2.9095 -0.3002  -0.123
C -2.3389 -2.3266 -1.7094  -0.077
N -2.6596 -3.3474 -2.6464  -0.054
C -1.7881 -4.5010 -2.5158  -0.153
N -1.9028 -5.1425 -1.2326  -0.048
C -3.3624 -5.5546 -1.0728  -0.086
N -4.2278 -4.3851 -1.1771  -0.072
C -3.9845 -3.4548 -0.0896  -0.008
C -4.0492 -3.7282 -2.4495  -0.136
H -1.9070 -4.6277 0.7528  0.133
H -0.5779 -3.9070 -0.2453  0.109
H -1.2419 -2.1004 -1.8047  0.133
H -2.8750 -1.3928 -1.6869  0.141
H -0.6800 -4.3034 -2.6097  0.136
H -2.0330 -5.2588 -3.2622  0.152
H -3.4671 -5.9804 -0.0626  0.144
H -3.5640 -6.3259 -1.7828  0.139
H -3.9610 -3.9356 0.8953  0.149
H -4.7188 -2.6230 -0.2044  0.164
H -4.7235 -2.8565 -2.4836  0.152
H -4.3421 -4.4139 -3.2474  0.155
N 3.1430 -3.7458 -3.6102  0.219
C 2.4808 -3.4398 -2.4723  -0.480
O 1.5869 -4.1294 -2.0229  0.049
C 2.7583 -2.1514 -1.7447  -0.047
C 3.5570 -1.0655 -2.1585  0.074
C 3.7732 0.0665 -1.3376  0.008
C 3.0303 0.0815 -0.2005  -0.105
N 2.1073 -0.8550 0.1532  -0.053
C 2.0168 -1.9953 -0.5448  -0.034
H 2.9281 -4.6618 -4.0083  0.147
H 3.9145 -3.2354 -4.0130  0.119
H 4.1315 -1.0756 -3.1037  0.146
H 4.5738 0.7272 -1.4767  0.115
H 3.1168 0.9844 0.3681  0.106
H 1.3460 -2.7330 -0.2623  0.083

Entry 2:
The following is a DFT calculation (ωB97M-V with the def2-TZVPD basis set) of C34H46N3PmS4Si as an isolated structure.

Summary:
* charge: +2
* HOMO-LUMO gap (spin up / spin down): 7.5 / 8.2 eV
* HOMO (spin up / spin down): -13.00 / -12.99 eV
* multiplicity: 5

Each line ends with the Löwdin charge.
CARTESIAN COORDINATES (ANGSTROEM)
Pm 0.0541 -0.0133 -0.2655  1.440
C -2.4787 -0.6441 2.8679  -0.508
C -1.1399 -0.6106 3.5858  -0.491
S 0.2908 -1.2481 2.6870  0.831
C 0.1145 -3.0486 2.7706  -0.495
C -0.9747 -3.7160 1.9257  -0.465
S -1.1432 -2.7531 0.4180  0.759
C -2.2351 -3.6416 -0.7022  -0.471
C -3.3940 -2.7370 -1.1074  -0.482
S -2.8552 -1.0752 -1.6226  0.828
C -4.1073 -0.0624 -0.8075  -0.502
C -4.0831 -0.0363 0.7166  -0.482
S -2.5260 0.4985 1.4694  0.829
H -3.2677 -0.3487 3.5597  0.103
H -2.7010 -1.6389 2.4862  0.048
H -1.2123 -1.1748 4.5171  0.099
H -0.8657 0.4092 3.8630  0.086
H -0.0033 -3.3203 3.8197  0.097
H 1.0958 -3.4062 2.4582  0.085
H -1.9329 -3.7433 2.4425  0.086
H -0.6802 -4.7367 1.6880  0.098
H -2.6065 -4.5335 -0.1976  0.103
H -1.6644 -3.9690 -1.5709  0.081
H -4.0729 -2.6155 -0.2654  0.080
H -3.9480 -3.1780 -1.9344  0.094
H -5.0819 -0.4240 -1.1380  0.102
H -3.9988 0.9373 -1.2224  0.061
H -4.3094 -1.0200 1.1278  0.073
H -4.8634 0.6410 1.0627  0.097
C 1.1949 1.6109 1.1203  -0.434
Si 1.6157 3.1187 0.1611  0.546
C 0.1445 3.3555 -0.9986  -0.211
N -0.3500 2.1141 -1.6875  -0.297
C -1.8071 2.2317 -1.9506  -0.246
C -2.1669 3.3869 -2.8777  -0.146
C -1.2404 3.4111 -4.1107  -0.160
C -0.4702 2.0998 -4.2277  -0.163
C 0.3753 1.8568 -2.9801  -0.178
C 3.2148 2.8305 -0.7666  -0.266
C 4.2349 2.0875 -0.1562  -0.104
C 5.4585 1.8831 -0.7840  -0.074
C 5.6860 2.4197 -2.0468  -0.077
C 4.7005 3.1833 -2.6636  -0.066
C 3.4854 3.3932 -2.0201  -0.109
C 1.7463 4.6794 1.1336  -0.255
C 1.8325 5.9154 0.4828  -0.092
C 1.9554 7.0937 1.2050  -0.070
C 2.0021 7.0502 2.5937  -0.069
C 1.9248 5.8344 3.2561  -0.072
C 1.7945 4.6560 2.5293  -0.091
H 0.4920 1.9048 1.9179  -0.005
H 2.0693 1.1804 1.6222  -0.008
H 0.2719 4.1660 -1.7270  0.095
H -0.6507 3.6911 -0.3222  0.106
H -2.3060 2.3417 -0.9851  0.103
H -2.1377 1.2919 -2.3965  0.057
H -2.1075 4.3274 -2.3308  0.115
H -3.2120 3.2710 -3.1722  0.122
H -0.5319 4.2396 -4.0321  0.115
H -1.8142 3.5900 -5.0179  0.118
H 0.2037 2.1148 -5.0855  0.127
H -1.1601 1.2692 -4.4013  0.118
H 1.2485 2.5043 -2.9995  0.099
H 0.7524 0.8287 -2.9981  0.085
H 4.0820 1.6619 0.8302  0.101
H 6.2362 1.3184 -0.2851  0.112
H 6.6414 2.2743 -2.5359  0.111
H 4.8886 3.6334 -3.6305  0.112
H 2.7464 4.0213 -2.5088  0.100
H 1.8139 5.9711 -0.6028  0.100
H 2.0202 8.0435 0.6894  0.110
H 2.1024 7.9685 3.1586  0.111
H 1.9674 5.8039 4.3378  0.109
H 1.7356 3.7115 3.0605  0.093
N 3.8509 -0.9911 -2.7248  0.171
C 2.9186 -0.3025 -2.0682  -0.160
N 1.9461 -1.0719 -1.6002  -0.028
C 2.2977 -2.3849 -1.9970  -0.214
C 1.6662 -3.6126 -1.7963  -0.025
C 2.2711 -4.7389 -2.3189  -0.060
C 3.4816 -4.6646 -3.0292  -0.056
C 4.1146 -3.4589 -3.2352  0.009
C 3.4917 -2.3352 -2.7033  -0.176
H 4.6744 -0.5824 -3.1382  0.175
H 2.9873 0.7692 -1.9486  0.104
H 0.7416 -3.6822 -1.2420  0.051
H 1.8064 -5.7059 -2.1799  0.112
H 3.9246 -5.5704 -3.4211  0.117
H 5.0457 -3.3938 -3.7825  0.124

Entry 3:
The following is a DFT calculation (ωB97M-V with the def2-TZVPD basis set) of C34H46N4O11SSiV as an isolated structure.

Summary:
* charge: -2
* HOMO-LUMO gap (spin up / spin down): 5.6 / 5.7 eV
* energy above the lowest of the compared OMol25 structures with the same formula, charge and spin: 553.2 kJ/mol
* HOMO (spin up / spin down): -1.42 / -1.47 eV
* multiplicity: 2

Each line ends with the Löwdin charge.
CARTESIAN COORDINATES (ANGSTROEM)
V -1.2656 1.0451 -0.5964  0.873
O -1.0938 0.2535 -2.1625  -0.277
C -1.1076 0.5083 -3.5138  -0.256
C -1.0031 -0.6390 -4.3680  -0.022
C -0.8693 -0.6379 -5.7139  -0.117
C -0.8323 0.5539 -6.5429  -0.111
C -1.2820 1.7767 -6.2384  -0.158
C -1.2125 1.8059 -3.9087  -0.156
C -1.6509 3.8964 -2.6365  0.002
N -2.6613 3.4341 -1.9600  -0.188
C -3.6311 4.3247 -1.2862  -0.108
C -3.2640 4.6313 0.1787  -0.291
N -3.2256 3.4909 1.0203  0.014
C -2.0108 3.1441 1.4198  -0.458
C -2.7767 1.0940 2.5053  -0.222
C -3.1047 0.6633 3.7902  -0.038
C -3.8676 -0.4699 4.0329  -0.141
C -4.3432 -1.1998 2.9531  -0.131
C -4.0117 -0.7936 1.6696  -0.037
C -3.2089 0.3177 1.4071  -0.346
O -2.8975 0.5471 0.1253  -0.241
H -0.9253 -1.5879 -3.8466  0.110
H -0.6795 -1.5833 -6.2084  0.078
H -0.4126 0.4631 -7.5403  0.084
H -1.1966 2.5955 -6.9487  0.107
H -1.4983 4.9693 -2.5708  0.135
H -3.6954 5.2369 -1.8858  0.106
H -4.5809 3.7933 -1.3143  0.122
H -2.3261 5.2261 0.1577  0.105
H -4.0586 5.3395 0.4876  0.090
H -1.3166 3.9416 1.7491  0.136
H -2.7338 1.2710 4.6080  0.108
H -4.0904 -0.7681 5.0512  0.079
H -4.9506 -2.0857 3.1006  0.081
H -4.3382 -1.3578 0.8040  0.112
C 2.5642 2.2488 0.3870  0.002
C 1.9715 2.6350 -0.9069  -0.353
N 0.8568 2.1323 -1.4137  0.160
C 0.5582 2.9331 -2.5141  -0.158
C 1.5557 3.8497 -2.6830  -0.124
N 2.4411 3.6571 -1.6522  0.166
C 1.7767 4.8307 -3.7481  -0.506
O 0.8221 4.8543 -4.6738  0.088
O 2.7544 5.5494 -3.7908  0.054
C -0.7149 2.9505 -3.2291  -0.179
O -1.9547 2.1174 -5.1055  -0.019
O -2.8104 2.1596 -1.7515  -0.128
H 2.3366 1.2059 0.5755  0.060
H 2.1229 2.8583 1.1773  0.089
H 3.6479 2.3780 0.3972  0.079
H 3.2731 4.1984 -1.4997  0.158
H 0.1360 4.1537 -4.4247  0.085
C 1.0718 0.3869 3.6057  -0.032
C 1.3860 -1.0521 3.9682  -0.648
C 2.7400 -1.1334 4.6653  -0.039
C 0.2779 -1.6107 4.8557  -0.035
O 1.4623 -1.9216 2.8389  -0.153
Si 1.2315 -1.9154 1.1982  -0.102
S -0.5156 -1.0260 0.6103  0.555
O 1.1736 -3.5489 0.9048  -0.184
C 0.3744 -4.6223 1.3998  -0.648
C -0.6964 -4.1927 2.4006  -0.041
C -0.2817 -5.2644 0.1832  -0.034
C 1.3405 -5.5933 2.0737  -0.035
O 2.6429 -1.4787 0.4356  -0.156
C 3.0907 -1.9303 -0.8629  -0.634
C 4.1123 -0.9167 -1.3647  -0.040
C 1.9409 -2.0260 -1.8603  -0.042
C 3.7833 -3.2812 -0.6878  -0.038
H 1.0249 0.9898 4.5171  0.090
H 0.1232 0.4853 3.0803  0.060
H 1.8636 0.7855 2.9804  0.073
H 2.7598 -0.4962 5.5535  0.078
H 3.5256 -0.8083 3.9804  0.084
H 2.9492 -2.1633 4.9641  0.079
H 0.1966 -1.0430 5.7868  0.083
H 0.4853 -2.6564 5.0979  0.076
H -0.6783 -1.5510 4.3325  0.086
H -1.3825 -3.4683 1.9659  0.063
H -0.2432 -3.7360 3.2804  0.057
H -1.2646 -5.0724 2.7183  0.085
H -0.9232 -4.5337 -0.3120  0.089
H -0.8886 -6.1267 0.4728  0.078
H 0.4828 -5.5918 -0.5255  0.080
H 1.8414 -5.0892 2.9018  0.084
H 2.0992 -5.9221 1.3595  0.077
H 0.8134 -6.4708 2.4589  0.077
H 3.6277 -0.0056 -1.7150  0.077
H 4.6710 -1.3398 -2.2026  0.079
H 4.8132 -0.6672 -0.5658  0.082
H 1.3788 -1.0915 -1.9040  0.071
H 1.2417 -2.8193 -1.5909  0.075
H 2.3417 -2.2389 -2.8559  0.089
H 4.6391 -3.1758 -0.0154  0.085
H 4.1412 -3.6480 -1.6543  0.080
H 3.0955 -4.0076 -0.2622  0.063
O -1.0963 2.4716 0.3326  -0.288
O -1.9868 2.2048 2.4941  -0.022